{"formula": "C6H11N", "method": "the ωB97M-V functional and the def2-TZVPD basis", "charge": 0, "largest_force_ev_per_a": 1.09, "lumo_ev": 0.948, "energy_ev": -7888.8116, "smiles": "C=C(CC)CC#N.[H][H]", "homo_lumo_gap_ev": 10.97, "species": ["C", "H", "H", "H", "H", "H", "N", "H", "C", "C", "H", "C", "H", "H", "C", "C", "H", "H"], "coordinates": [[2.46843, 0.66670, -0.19514], [-2.25765, 0.13727, 1.27134], [-2.24406, 1.89155, 1.05488], [-1.03952, 1.12178, 2.10411], [0.82368, -2.21460, 0.74657], [-1.23360, 0.81175, -0.95070], [3.18949, 1.33457, 0.41462], [1.92966, -1.15204, -1.10141], [-0.65994, 0.87698, -0.01266], [1.48065, -0.17934, -0.87703], [-0.71122, -1.49300, 1.48716], [-1.60539, 1.01124, 1.17333], [-0.87883, -1.57246, -2.41918], [-0.86841, -1.71631, -1.68857], [0.27187, -0.30831, 0.03316], [0.11744, -1.38890, 0.79357], [-0.05540, 1.79018, -0.10220], [1.21022, 0.28938, -1.83205]], "forces_ev_per_a": [[0.65, 0.61, 0.51], [0.07, 0.13, -0.02], [0.08, -0.12, 0.02], [-0.10, -0.03, -0.11], [-0.08, 0.14, 0.02], [0.09, 0.00, 0.12], [-0.62, -0.61, -0.65], [-0.06, 0.14, 0.09], [0.03, 0.01, 0.01], [0.03, -0.05, -0.04], [0.10, 0.04, -0.11], [-0.06, -0.02, 0.04], [-0.05, -0.05, -0.04], [-0.03, -0.01, -0.16], [-0.05, -0.14, 0.18], [0.01, 0.16, -0.06], [-0.05, -0.13, 0.03], [0.03, -0.06, 0.17]]}